This record from OMol25 describes a structure of composition C24H49BrCl3F2LiN2Na2O6PS2. The level of theory is the ωB97M-V functional and the def2-TZVPD basis.

## Properties
Net charge ... +1
DFT total energy ... -7128.31132 Eh
HOMO ... -8.02 eV

Each line ends with the Mulliken charge.
Positions of all 93 atoms, in Å:
C1 0.56665 3.10911 0.24184  -0.941
C2 -0.95449 2.61144 0.08628  0.878
C3 -1.94591 3.62861 0.79470  0.538
O1 -2.27288 4.81004 0.03758  -0.391
C4 -2.80167 4.49917 -1.24803  0.278
O2 -1.97700 4.44921 -2.19890  -0.426
C5 -4.32553 4.20382 -1.61560  -0.327
S1 -4.26311 2.77350 -2.84542  -0.253
P1 -5.89338 1.41516 -2.52654  0.063
Cl1 -7.48570 -0.00451 -2.43074  -0.246
C6 -5.53234 1.17876 -0.67795  0.706
C7 -6.94678 1.72466 0.17253  0.445
C8 -6.65218 2.17268 1.75317  -0.831
O3 -7.40164 0.84960 1.30163  -0.361
O4 -1.04334 1.36091 0.87547  -0.395
C9 -1.16323 0.22936 0.02111  0.549
O5 -2.19114 -0.50478 0.16509  -0.658
C10 -0.10622 -0.24149 -1.07541  0.040
S2 -0.50324 0.31371 -2.80701  -0.039
H1 0.88220 3.20147 1.34194  0.314
H2 0.75684 4.12671 -0.23721  0.335
H3 1.31880 2.37273 -0.24592  -0.062
H4 -1.23071 2.34154 -0.98450  -0.105
H5 -2.87242 3.05532 1.17848  -1.105
H6 -1.41849 4.00448 1.75059  0.429
H7 -5.00819 3.99311 -0.72606  0.297
H8 -4.74206 5.16010 -2.11176  0.417
H9 -5.22620 0.49762 -3.45062  -0.010
H10 -6.79973 2.44389 -2.98864  0.258
H11 -5.46801 0.07083 -0.41082  0.568
H12 -4.66239 1.78534 -0.26640  -1.273
H13 -7.75197 2.36226 -0.43854  0.350
H14 -7.42108 2.87814 2.24405  0.334
H15 -5.96622 1.51124 2.40287  0.210
H16 -0.02704 -1.38547 -1.00265  0.366
H17 0.91503 0.17461 -0.75397  -0.185
H18 -0.25227 1.69676 -2.88341  0.088
Li1 -4.15621 1.99159 1.99164  0.863
F1 -0.98006 -0.86681 -4.94294  -0.884
F2 -8.97662 2.08804 1.84291  -0.837
O6 1.58171 3.75348 -3.12385  -0.460
H19 1.88583 3.47097 -3.99558  0.317
H20 0.63231 3.89210 -3.24323  0.217
Na1 -4.44596 -0.52660 -2.72078  0.902
C11 2.90722 -0.52049 1.51205  -0.248
Cl2 3.14986 1.11816 0.88445  -0.126
Cl3 3.18021 -1.73043 0.24813  -0.224
H21 3.60783 -0.69508 2.32793  0.249
H22 1.88495 -0.61644 1.87833  0.282
C12 6.95448 -4.72801 6.76974  -1.166
C13 6.59914 -5.94653 5.91940  -0.350
C14 7.22143 -5.96903 4.52254  -0.579
N1 6.47374 -5.19570 3.41686  0.060
C15 7.34867 -5.33377 2.15883  -0.614
C16 6.88786 -4.44607 1.01466  -0.655
C17 6.80606 -2.99336 1.44580  -0.824
C18 5.87556 -2.85478 2.63522  -0.530
C19 6.30703 -3.73190 3.80119  -0.682
C20 5.12648 -5.84729 3.17260  -0.955
H23 6.33916 -3.86193 6.52900  0.275
H24 6.78216 -4.94874 7.82624  0.396
H25 8.00457 -4.44884 6.65259  0.303
H26 5.51652 -6.08783 5.89830  0.202
H27 7.00235 -6.81708 6.44824  0.383
H28 7.27522 -7.00346 4.17010  0.466
H29 8.24057 -5.57446 4.55638  0.409
H30 8.36713 -5.05903 2.44760  0.398
H31 7.33900 -6.38732 1.86806  0.437
H32 7.59494 -4.53851 0.18519  0.397
H33 5.91945 -4.77958 0.62951  0.315
H34 6.45060 -2.37529 0.61748  0.418
H35 7.80458 -2.62755 1.71207  0.332
H36 4.85037 -3.09648 2.33536  0.215
H37 5.85990 -1.81109 2.96391  0.395
H38 5.54902 -3.68329 4.58341  0.347
H39 7.26860 -3.39136 4.19408  0.465
H40 4.50728 -5.72557 4.06020  0.373
H41 5.28818 -6.90462 2.95874  0.328
H42 4.64049 -5.36476 2.32645  0.424
Br1 4.45655 2.30872 -0.95029  -0.680
Na2 4.05524 2.59366 -3.40572  0.721
C21 -6.12526 4.36979 -5.73221  -0.703
C22 -6.93423 4.25488 -7.01717  -0.536
C23 -8.37323 3.78882 -6.77460  -0.436
C24 -8.37589 2.42418 -6.13377  0.272
N2 -8.37772 1.34963 -5.63762  -0.444
H43 -6.02450 3.40179 -5.23505  -0.002
H44 -5.11656 4.72928 -5.94900  0.357
H45 -6.59311 5.06999 -5.03257  0.324
H46 -6.42943 3.55854 -7.69399  0.305
H47 -6.95229 5.22914 -7.51368  0.334
H48 -8.91475 3.73590 -7.72225  0.314
H49 -8.89940 4.49079 -6.12210  0.286